Density functional theory data (ωB97M-V/def2-TZVPD) for C5H6Cl2DyO3RuS as an isolated structure at a distorted geometry.

Structure (XYZ):
```
19
C5H6Cl2DyO3RuS ωB97M-V/def2-TZVPD
Ru -4.834 -2.639 2.241
Dy 0.324 0.862 -1.235
Cl -2.625 -3.330 2.352
Cl -0.585 2.984 -0.490
C 0.475 1.782 -3.390
C -5.664 -4.020 3.074
C -6.394 -1.692 1.987
O 0.660 2.337 -4.405
O -6.226 -4.904 3.615
O -7.381 -1.076 1.830
C 4.278 -0.221 -0.302
S 2.782 0.525 -1.050
C 2.862 2.334 -0.947
H 4.128 -1.315 -0.341
H 4.381 0.124 0.742
H 5.169 0.073 -0.887
H 3.176 2.658 0.047
H 3.595 2.715 -1.666
H 1.878 2.804 -1.173
```

Calculated values
LUMO level (alpha / beta) = -16.72 / -19.07 eV
calculated total energy = -73918.3032 eV
multiplicity = 11
charge = +4

Let us look at the Mulliken charges, expressed in e, one per atom:
1. Ru 0.84
2. Dy 1.60
3. Cl 0.25
4. Cl -0.20
5. C 0.03
6. C 0.44
7. C 0.43
8. O 0.04
9. O 0.03
10. O 0.00
11. C -0.79
12. S -0.21
13. C -0.56
14. H 0.36
15. H 0.35
16. H 0.38
17. H 0.40
18. H 0.35
19. H 0.25



Density functional theory data (ωB97M-V/def2-TZVPD) for a 2-piece molecular cluster, C5H6Cl2IN2OP overall at a distorted geometry.

Structure (XYZ):
```
18
C5H6Cl2IN2OP ωB97M-V/def2-TZVPD
C 0.009 -0.197 -0.662
C -2.670 -2.558 0.631
C 0.643 0.927 -1.144
C 1.527 1.744 -0.463
C 2.137 2.825 -1.208
N -1.057 -0.744 -0.977
N -1.509 -1.855 0.670
O -2.977 -3.405 1.454
P -0.346 -1.906 1.797
Cl 0.523 1.224 -2.796
Cl 1.699 1.597 1.255
I -1.570 -0.848 3.597
H 0.503 -0.535 0.328
H -3.238 -2.364 -0.260
H 1.491 3.548 -1.769
H 2.679 3.401 -0.525
H 2.832 2.407 -1.946
H -0.675 -3.262 2.017
```

Calculated values
LUMO level = -1.36 eV
calculated total energy = -52740.3591 eV
multiplicity = 1

Let us look at the natural (NBO) charges, expressed in e, one per atom:
1. C -0.05
2. C 0.51
3. C -0.17
4. C 0.06
5. C -0.69
6. N -0.09
7. N -0.76
8. O -0.59
9. P 0.63
10. Cl 0.06
11. Cl 0.06
12. I -0.12
13. H 0.22
14. H 0.14
15. H 0.26
16. H 0.23
17. H 0.25
18. H 0.04



Density functional theory data (ωB97M-V/def2-TZVPD) for a 3-piece molecular cluster, C5H6Cl2O overall at a distorted geometry.

Structure (XYZ):
```
14
C5H6Cl2O ωB97M-V/def2-TZVPD
C -0.255 -1.598 0.150
C -0.291 -0.340 -0.059
C 2.187 1.075 -0.225
C -0.835 0.938 -0.474
C 2.304 -0.088 0.355
O 2.104 2.105 -0.738
Cl 5.434 0.441 0.419
Cl 2.757 -1.453 -0.633
H -1.149 -2.062 -0.231
H 0.592 -2.215 0.188
H -1.689 0.661 -1.199
H -0.130 1.425 -0.976
H -1.265 1.551 0.310
H 2.278 -0.058 1.416
```

Calculated values
LUMO level (alpha / beta) = -0.13 / -3.76 eV
calculated total energy = -32367.5937 eV
multiplicity = 3

Let us look at the natural (NBO) charges, expressed in e, one per atom:
1. C -0.54
2. C 0.13
3. C 0.72
4. C -0.71
5. C -0.52
6. O -0.41
7. Cl -0.08
8. Cl 0.06
9. H 0.19
10. H 0.21
11. H 0.21
12. H 0.22
13. H 0.24
14. H 0.28



Density functional theory data (ωB97M-V/def2-TZVPD) for a 2-piece molecular cluster, C5H6Cl3N2O4 overall at a distorted geometry.

Structure (XYZ):
```
20
C5H6Cl3N2O4 ωB97M-V/def2-TZVPD
C -0.346 0.872 -1.815
C 0.414 2.036 -2.030
C -0.257 -0.012 -0.682
C -1.191 -1.753 0.715
C 0.002 3.744 -4.175
N -1.414 0.579 -2.833
N 1.354 2.333 -1.168
O 0.582 0.212 0.256
O -1.425 1.262 -3.859
O -2.205 -0.320 -2.595
O -1.168 -0.941 -0.480
Cl 0.479 2.817 -5.479
Cl -1.605 4.076 -4.007
Cl 1.119 4.721 -3.445
H -0.170 -2.006 0.950
H -1.707 -2.556 0.333
H -1.853 -1.312 1.316
H 0.384 -0.107 1.140
H 1.629 1.905 -0.309
H 1.689 3.273 -1.329
```

Calculated values
LUMO level (alpha / beta) = -5.64 / -5.64 eV
calculated total energy = -54005.1034 eV
multiplicity = 1
charge = +1

Let us look at the natural (NBO) charges, expressed in e, one per atom:
1. C -0.30
2. C 0.16
3. C 0.78
4. C -0.28
5. C -0.11
6. N 0.54
7. N -0.74
8. O -0.65
9. O -0.43
10. O -0.34
11. O -0.42
12. Cl 0.28
13. Cl 0.30
14. Cl 0.23
15. H 0.19
16. H 0.24
17. H 0.21
18. H 0.53
19. H 0.41
20. H 0.39



Density functional theory data (ωB97M-V/def2-TZVPD) for C5H6ClN3O as an isolated structure at a distorted geometry.

Structure (XYZ):
```
16
C5H6ClN3O ωB97M-V/def2-TZVPD
C 1.282 -1.143 1.744
C 0.819 0.169 1.520
C 0.154 0.137 0.324
C -0.968 1.457 -0.720
C 0.003 -1.639 -1.489
N 1.041 -1.903 0.701
N 0.365 -1.120 -0.201
N -1.168 2.472 0.012
O -1.139 1.183 -1.883
Cl 0.737 1.394 2.635
H 1.969 -1.585 2.452
H 0.063 -2.771 -1.542
H -1.139 -1.351 -1.742
H 0.617 -1.240 -2.306
H -1.164 2.549 1.038
H -1.472 3.390 -0.543
```

Calculated values
LUMO level (alpha / beta) = 0.51 / -2.58 eV
calculated total energy = -24315.5945 eV
multiplicity = 3

Let us look at the natural (NBO) charges, expressed in e, one per atom:
1. C -0.13
2. C -0.09
3. C -0.02
4. C 0.73
5. C -0.41
6. N -0.16
7. N -0.30
8. N -0.84
9. O -0.60
10. Cl 0.12
11. H 0.22
12. H 0.23
13. H 0.22
14. H 0.20
15. H 0.43
16. H 0.39



Density functional theory data (ωB97M-V/def2-TZVPD) for one molecule with the formula C5H6ClNO2S at a distorted geometry.

Structure (XYZ):
```
16
C5H6ClNO2S ωB97M-V/def2-TZVPD
C -1.446 -1.486 0.276
N -0.577 -0.307 0.457
C 0.356 -0.561 1.565
O 1.306 0.508 1.308
S 2.394 0.534 0.079
C 1.810 1.757 -1.297
C 0.493 1.583 -1.220
Cl -0.690 2.720 -1.787
C -0.334 0.359 -0.819
O -0.986 -0.087 -1.740
H -1.083 -2.242 -0.388
H -1.501 -2.014 1.144
H -2.529 -1.306 -0.109
H -0.223 -0.496 2.569
H 0.634 -1.603 1.512
H 2.375 2.643 -1.549
```

Calculated values
LUMO level = -0.02 eV
structure (SMILES) = CN1COSC=C(Cl)C1=O
calculated total energy = -34221.1148 eV
multiplicity = 1

Let us look at the natural (NBO) charges, expressed in e, one per atom:
1. C -0.42
2. N -0.46
3. C 0.13
4. O -0.69
5. S 0.52
6. C -0.34
7. C -0.09
8. Cl 0.04
9. C 0.63
10. O -0.56
11. H 0.20
12. H 0.19
13. H 0.23
14. H 0.20
15. H 0.17
16. H 0.25



Density functional theory data (ωB97M-V/def2-TZVPD) for C5H6ClNO2S as an isolated structure at a distorted geometry.

Structure (XYZ):
```
16
C5H6ClNO2S ωB97M-V/def2-TZVPD
C -1.857 -0.715 0.261
C -0.188 0.598 -0.742
C -1.447 0.904 -1.474
C -2.494 0.002 -0.917
C 0.325 -0.809 1.352
N -0.548 -0.260 0.331
O -2.310 -1.506 1.016
O -3.289 3.102 -1.451
S -2.364 2.336 -0.598
Cl -4.114 -0.303 -1.670
H 0.690 0.235 -1.408
H 0.250 1.585 -0.413
H -1.402 1.129 -2.436
H 1.224 -1.262 1.040
H 0.571 -0.201 2.150
H -0.293 -1.698 1.852
```

Calculated values
LUMO level (alpha / beta) = -1.14 / -1.11 eV
calculated total energy = -34222.1033 eV
multiplicity = 1

Let us look at the natural (NBO) charges, expressed in e, one per atom:
1. C 0.61
2. C -0.21
3. C -0.42
4. C -0.11
5. C -0.43
6. N -0.44
7. O -0.57
8. O -0.85
9. S 1.04
10. Cl 0.06
11. H 0.21
12. H 0.20
13. H 0.24
14. H 0.20
15. H 0.20
16. H 0.25



Density functional theory data (ωB97M-V/def2-TZVPD) for a 3-piece molecular cluster, C5H6ClNO3 overall at a distorted geometry.

Structure (XYZ):
```
16
C5H6ClNO3 ωB97M-V/def2-TZVPD
C -1.355 0.964 1.037
C -0.397 -0.222 1.362
O -0.441 -0.812 2.430
C 0.634 -0.564 0.379
N 1.721 -0.588 -0.035
O 2.812 -0.861 -0.346
H -0.653 1.838 1.301
H -2.148 0.939 1.753
H -1.588 0.932 0.025
C -1.639 -2.091 -2.002
C -0.444 -2.044 -2.114
Cl 1.094 -1.564 -2.702
H -2.684 -2.300 -1.859
O 1.595 2.506 0.237
H 1.969 1.922 -0.439
H 1.525 1.947 0.972
```

Calculated values
LUMO level = -0.27 eV
structure (SMILES) = CC(=O)C#[N+][O-].C#CCl.O
calculated total energy = -25430.9697 eV
multiplicity = 1

Let us look at the natural (NBO) charges, expressed in e, one per atom:
1. C -0.68
2. C 0.51
3. O -0.49
4. C 0.06
5. N 0.23
6. O -0.36
7. H 0.25
8. H 0.24
9. H 0.23
10. C -0.25
11. C -0.10
12. Cl 0.10
13. H 0.25
14. O -0.92
15. H 0.47
16. H 0.45



Density functional theory data (ωB97M-V/def2-TZVPD) for one molecule with the formula C5H6ClNS at a distorted geometry.

Structure (XYZ):
```
14
C5H6ClNS ωB97M-V/def2-TZVPD
N 2.539 -0.083 -0.470
C 1.190 0.019 -0.148
C 0.306 0.880 -0.730
C -1.007 1.047 -0.135
S -2.083 2.161 -0.605
C -1.453 0.071 0.912
C -1.758 -1.178 0.567
Cl -1.805 -1.889 -1.005
H 3.065 0.732 -0.747
H 3.022 -0.727 0.181
H 0.835 -0.694 0.597
H 0.535 1.379 -1.652
H -1.423 0.325 1.974
H -1.964 -2.044 1.261
```

Calculated values
LUMO level = -0.16 eV
structure (SMILES) = N/C=C/C(=S)/C=C\Cl
calculated total energy = -30128.4070 eV
multiplicity = 1

Let us look at the natural (NBO) charges, expressed in e, one per atom:
1. N -0.79
2. C 0.10
3. C -0.38
4. C -0.13
5. S 0.01
6. C -0.29
7. C -0.21
8. Cl 0.00
9. H 0.40
10. H 0.39
11. H 0.20
12. H 0.23
13. H 0.25
14. H 0.22



Density functional theory data (ωB97M-V/def2-TZVPD) for C5H6CoO4 as an isolated structure at a distorted geometry.

Structure (XYZ):
```
16
C5H6CoO4 ωB97M-V/def2-TZVPD
C -0.805 -1.542 -0.471
C 0.464 -1.065 -0.070
O 0.704 0.273 -0.549
C 1.961 0.726 -0.698
O 2.965 0.111 -0.769
O 1.766 2.053 -0.893
Co -0.208 2.186 -0.462
H -0.981 -2.579 -0.178
H -1.388 -1.043 -1.247
H 1.343 -1.694 -0.210
H -0.351 -0.807 1.478
H 2.539 2.545 -1.211
C -1.803 -0.553 1.416
C -2.027 0.696 1.108
O -1.738 1.740 0.608
H -2.440 -1.049 2.149
```

Calculated values
LUMO level (alpha / beta) = -9.71 / -11.52 eV
calculated total energy = -51073.8350 eV
multiplicity = 4
charge = +2

Let us look at the natural (NBO) charges, expressed in e, one per atom:
1. C -0.14
2. C -0.13
3. O -0.62
4. C 0.97
5. O -0.42
6. O -0.80
7. Co 1.63
8. H 0.28
9. H 0.25
10. H 0.31
11. H 0.39
12. H 0.59
13. C -0.68
14. C 0.72
15. O -0.69
16. H 0.34